## P
Here is a molecular structure, C20H15Cl2IN3O5PtS from the Open Molecules 2025 dataset. Energies are from ωB97M-V/def2-TZVPD.

The geometry in ORCA input format:
```
! wB97M-V def2-TZVPD RIJCOSX def2/J DEFGRID3
* xyz -1 1
Pt -0.85 -0.25 -0.32
I -2.49 -2.13 2.22
Cl 1.60 2.83 -4.09
Cl 0.39 4.69 -2.19
S -5.75 1.45 0.97
O 0.78 -4.55 -3.70
O -1.06 -2.86 -3.58
O 1.46 1.80 -1.19
O -1.15 -1.38 -1.96
O -0.75 1.47 -1.56
N -0.82 0.94 1.30
N -3.45 0.71 0.15
N -1.58 2.13 3.00
C 0.95 -2.54 -2.38
C 1.78 -1.70 -1.64
C -1.89 1.46 1.85
C 1.98 2.15 4.05
C -0.22 1.99 3.21
C 0.31 3.05 -2.89
C 3.61 -3.23 -1.88
C -3.26 1.37 1.33
C -0.80 -1.88 0.81
C 1.60 0.97 1.96
C -4.39 1.86 1.91
C -4.70 0.67 -0.16
C 2.82 -4.06 -2.64
C 1.50 -3.72 -2.92
C 0.64 2.46 4.20
C 3.10 -2.03 -1.38
C 0.25 1.26 2.12
C -0.50 -2.23 -2.65
C 0.40 2.00 -1.76
C 2.45 1.42 2.94
H -4.50 2.39 2.84
H 1.93 0.43 1.08
H -0.84 -2.80 0.23
H -5.08 0.18 -1.05
H 4.64 -3.50 -1.68
H 3.52 1.23 2.86
H -0.08 -4.05 -3.85
H -2.25 2.51 3.65
H 0.05 -1.92 1.49
H 1.38 -0.76 -1.27
H 3.72 -1.36 -0.81
H 0.28 3.02 5.06
H 2.69 2.50 4.79
H 3.21 -4.98 -3.06
H -0.64 2.98 -3.41
*
```

Results
Frontier orbital gap, eV: 6.9
HOMO energy, eV: -5.1

Löwdin atomic charge list, values in e, 8 entries:
1. Pt 1.055
2. I 0.561
3. Cl 0.571
4. Cl 0.542
5. S 1.001
6. O 0.040
7. O 0.018
8. O -0.011

---

## Q
Here is a molecular structure, C20H15Cl2IN3O5PtS from the Open Molecules 2025 dataset. Energies are from ωB97M-V/def2-TZVPD.

The geometry in ORCA input format:
```
! wB97M-V def2-TZVPD RIJCOSX def2/J DEFGRID3
* xyz -1 1
Pt 0.20 0.17 0.06
I 4.39 2.98 -2.99
Cl 1.71 -3.12 -2.85
Cl 3.92 -1.56 -1.80
S -0.07 1.35 4.96
O -1.13 1.64 -0.27
O 1.34 -1.49 0.52
O -0.63 5.67 -0.88
O -2.01 3.60 -0.60
O 2.29 -3.45 0.13
N -2.83 -1.56 2.57
N -1.49 -1.06 0.87
N 0.27 0.40 2.61
C -3.71 -3.36 -0.98
C 1.68 1.43 -0.55
C 2.18 -1.88 -1.69
C 1.67 5.59 -0.49
C -4.56 -3.68 0.09
C -4.37 -3.14 1.35
C 2.80 3.56 0.13
C -2.44 -1.94 0.42
C -1.32 0.40 4.27
C -3.30 -2.27 1.49
C 2.83 4.88 -0.17
C 1.91 -2.35 -0.21
C -0.96 -0.02 3.01
C -2.65 -2.50 -0.84
C -1.74 -0.85 2.14
C 0.86 1.10 3.51
C 0.43 4.93 -0.54
C -0.99 2.91 -0.38
C 0.32 3.57 -0.26
C 1.52 2.79 0.18
H -5.02 -3.38 2.17
H -3.19 -1.56 3.50
H 1.64 -0.95 -1.94
H 1.67 1.62 -1.63
H 2.65 0.99 -0.28
H 1.37 2.53 1.25
H -1.41 5.03 -0.84
H 3.70 3.02 0.35
H 1.84 1.51 3.41
H -5.38 -4.36 -0.07
H 1.69 6.64 -0.72
H -2.00 -2.26 -1.66
H -2.23 0.24 4.80
H 3.78 5.41 -0.18
H -3.90 -3.81 -1.94
*
```

Results
Frontier orbital gap (alpha / beta), eV: 4.6 / 4.7
HOMO energy (alpha / beta), eV: -4.5 / -4.6

Löwdin atomic charge list, values in e, 8 entries:
1. Pt 1.060
2. I -0.465
3. Cl 0.568
4. Cl 0.584
5. S 1.012
6. O -0.166
7. O -0.198
8. O 0.059

---

Which structure is most stable? P, by 0.0936 hartree over the runner-up.

---

## P
Here is 2 unconnected molecules or ions with the total composition C10H17NO3 from the Open Molecules 2025 dataset. Energies are from ωB97M-V/def2-TZVPD.

The geometry in ORCA input format:
```
! wB97M-V def2-TZVPD RIJCOSX def2/J DEFGRID3
* xyz 0 1
O 2.00 1.78 1.03
O 1.23 -1.12 0.86
O 0.32 0.28 -0.73
N -1.94 0.88 0.53
C 3.78 0.23 0.38
C 0.54 -2.34 0.39
C 0.27 0.44 -2.17
C -1.28 2.13 0.66
C -2.85 0.64 -0.46
C 1.47 -0.25 -0.15
C -1.85 -0.13 1.38
C 2.43 0.79 0.50
C -2.74 -1.02 1.08
C -3.41 -0.55 -0.10
H 3.94 -0.77 0.75
H -0.52 -2.18 0.05
H 0.95 1.15 -2.58
H 3.88 0.08 -0.75
H 0.53 -0.52 -2.69
H -4.03 -1.26 -0.61
H -0.87 2.19 -0.35
H -3.04 1.32 -1.27
H 0.70 -3.05 1.19
H -3.16 -1.77 1.80
H -1.21 -0.11 2.24
H 1.12 -2.66 -0.57
H -0.41 2.05 1.28
H -0.74 0.63 -2.55
H 2.10 -0.76 -0.90
H -1.81 3.10 0.93
H 4.58 0.80 0.81
*
```

Results
Frontier orbital gap, eV: 8.9
HOMO energy, eV: -8.2
Structure (SMILES): COC(OC)C(C)=O.Cn1cccc1

Löwdin atomic charge list, values in e, 8 entries:
1. O 0.127
2. O -0.106
3. O -0.129
4. N -0.185
5. C -0.003
6. C -0.019
7. C -0.049
8. C -0.036

---

## Q
Here is a single C10H17NO3 molecule from the Open Molecules 2025 dataset. Energies are from ωB97M-V/def2-TZVPD.

The geometry in ORCA input format:
```
! wB97M-V def2-TZVPD RIJCOSX def2/J DEFGRID3
* xyz 0 1
O -0.56 1.64 0.61
O -2.66 -0.04 -2.27
O 0.15 1.34 -1.49
N -1.72 -0.74 -1.93
C 1.17 -1.15 -0.90
C 0.11 -0.97 1.43
C -1.41 -1.06 1.68
C -0.04 3.75 1.70
C 0.37 -0.36 0.07
C 2.45 -1.85 -0.38
C 0.01 0.90 -0.36
C 0.30 -2.19 -1.66
C -0.81 3.09 0.56
C -0.83 -1.49 -2.45
H 0.58 -2.04 1.47
H -1.94 3.16 0.70
H 3.20 -2.03 -1.26
H 2.06 -2.90 -0.01
H -1.79 -0.06 1.83
H 0.85 -2.73 -2.55
H 0.48 -0.18 2.20
H -0.12 -3.03 -1.06
H -0.57 3.48 -0.42
H 1.42 -0.33 -1.64
H 2.90 -1.15 0.29
H 0.89 4.27 1.42
H 0.28 2.88 2.32
H -1.54 -1.55 2.65
H -0.55 4.47 2.25
H -1.78 -1.59 0.82
H -0.91 -1.56 -3.58
*
```

Results
Frontier orbital gap (alpha / beta), eV: 8.3 / 8.2
HOMO energy (alpha / beta), eV: -9.1 / -8.4

Löwdin atomic charge list, values in e, 8 entries:
1. O -0.048
2. O 0.051
3. O 0.085
4. N -0.095
5. C -0.354
6. C -0.170
7. C -0.083
8. C -0.064

---

Which structure is most stable? P, by 0.0730 hartree over the runner-up.